Version one
Formula: H3N2OP
Source: the OMol25 dataset
Level of theory: the ωB97M-V functional and the def2-TZVPD basis

Results
Charge: 0
LUMO energy (eV): 0.36
HOMO-LUMO gap (eV): 8.766

Each line ends with the Löwdin charge.
Positions of all 7 atoms, in Å:
P -0.6269 0.6443 0.9951  0.71
O -0.8427 -0.4887 2.0907  -0.51
N 0.4614 0.2745 -1.3635  -0.12
N 0.0868 -0.1887 -0.1339  -0.43
H 1.4395 0.0585 -1.5302  0.07
H 0.2948 1.2637 -1.5234  0.05
H -0.8128 -1.5636 1.4652  0.23


Version two
Formula: H3N2OP
Source: the OMol25 dataset
Level of theory: the ωB97M-V functional and the def2-TZVPD basis

Results
Charge: 0
LUMO energy (spin up / spin down) (eV): -0.87 / -0.77
HOMO-LUMO gap (spin up / spin down) (eV): 9.235 / 9.300

Each line ends with the Löwdin charge.
Positions of all 7 atoms, in Å:
P -1.6144 -0.5507 -0.5602  0.66
O -2.9464 0.2492 -0.2443  -0.39
N 1.0743 -0.8559 -0.0451  0.00
N -0.6575 0.3586 0.2270  -0.30
H -2.6656 0.7172 0.5997  0.05
H 1.8253 -0.1458 -0.3520  0.03
H 1.0415 -0.9760 0.9450  -0.05


Energy comparison, zero being the most stable, in kcal/mol: version one 0.0; version two 33.1.


Version one
Formula: C3H5N2
Source: the OMol25 dataset
Level of theory: the ωB97M-V functional and the def2-TZVPD basis

Results
Charge: +1
LUMO energy (spin up / spin down) (eV): -3.14 / -10.83
<S²>: 2.003
HOMO-LUMO gap (spin up / spin down) (eV): 10.560 / 7.467
Spin multiplicity: 3

Each line ends with the Löwdin charge.
Positions of all 10 atoms, in Å:
N 3.8140 -0.1394 -0.0881  0.16
N 2.7487 0.0552 0.0327  0.05
C -0.3413 0.7775 -0.1257  0.08
C -0.0468 -0.7498 -0.2433  0.00
C 0.6446 0.0949 0.6202  -0.12
H -0.5622 -1.6597 0.1244  0.17
H 0.9940 0.2749 1.6678  0.19
H -1.2482 1.2285 0.3366  0.16
H 0.3216 -1.1754 -1.1402  0.12
H 0.0494 1.2380 -1.1274  0.18


Version two
Formula: C3H5N2
Source: the OMol25 dataset
Level of theory: the ωB97M-V functional and the def2-TZVPD basis

Results
Charge: +1
LUMO energy (spin up / spin down) (eV): -3.48 / -8.62
<S²>: 2.005
HOMO-LUMO gap (spin up / spin down) (eV): 8.856 / 7.579
Spin multiplicity: 3

Each line ends with the Löwdin charge.
Positions of all 10 atoms, in Å:
N 0.8195 -0.9167 -0.5481  0.19
N 1.1748 0.9648 0.2631  0.17
C 0.4444 -0.0733 0.7428  -0.16
C 0.1946 0.4006 -0.7295  -0.09
C -0.9390 0.2410 0.2466  -0.01
H -1.4220 1.0913 1.0614  0.22
H 1.8605 -0.9826 -0.8060  0.22
H -1.7616 -0.4447 0.0027  0.12
H 1.2760 1.9152 0.5909  0.16
H 0.1951 -1.6871 -0.6872  0.16


Energy comparison, zero being the most stable, in kcal/mol: version one 0.0; version two 48.9.


Version one
Formula: C4H5ClOS
Source: the OMol25 dataset
Level of theory: the ωB97M-V functional and the def2-TZVPD basis

Results
Charge: 0
LUMO energy (eV): -0.91
HOMO-LUMO gap (eV): 8.068
SMILES: OC/C=C(/Cl)C=S

Each line ends with the Löwdin charge.
Positions of all 12 atoms, in Å:
Cl 0.2373 0.9538 -2.7855  0.69
S -2.4001 0.9354 0.3252  0.71
O 1.4121 -1.5930 1.3664  -0.03
C 0.4187 -0.7604 0.9879  -0.36
C -0.1853 0.5586 -1.1618  -0.81
C -1.3162 1.3246 -0.8413  -0.71
C 0.5368 -0.1981 -0.3556  -0.10
H 1.4741 -0.7651 -0.8422  0.17
H -0.6044 -1.2328 0.8472  0.12
H 1.5402 -1.6334 2.3394  0.12
H -1.3923 2.2667 -1.5012  0.07
H 0.2790 0.1438 1.6215  0.13


Version two
Formula: C4H5ClOS
Source: the OMol25 dataset
Level of theory: the ωB97M-V functional and the def2-TZVPD basis

Results
Charge: 0
LUMO energy (eV): 0.34
HOMO-LUMO gap (eV): 9.084
SMILES: S=C1OCC[C@H]1Cl

Each line ends with the Löwdin charge.
Positions of all 12 atoms, in Å:
Cl -0.1496 0.7614 2.0183  0.63
S -1.9817 0.1506 -0.9484  0.70
O 0.4348 -0.5135 -1.5907  -0.09
C 1.8596 -0.1463 0.2117  -0.17
C -0.3939 -0.1405 -0.6300  -0.90
C 0.3572 -0.2457 0.6449  -0.71
C 1.7978 -0.7938 -1.1209  -0.15
H 2.0913 0.9580 0.1243  0.14
H 2.4457 -0.3456 -1.8957  0.14
H 1.8406 -1.9061 -1.0179  0.14
H 0.0784 -1.2856 0.8947  0.13
H 2.5910 -0.7076 0.8497  0.14


Energy comparison, zero being the most stable, in kcal/mol: version one 39.9; version two 0.0.